(1)
Formula: C19H66ClO18P
Source: OMol25
Level of theory: ωB97M-V with the def2-TZVPD basis set

Bonds (Å) are listed after each position.
Positions of all 105 atoms, in Å:
1 O -0.48365 -3.98898 0.20931  C2 1.227
2 C -0.25867 -2.78780 0.31578  O1 1.227, C3 1.514, O9 1.367
3 C -1.03456 -1.61187 -0.23733  C2 1.514, C4 1.548, H10 1.089, H11 1.099
4 C 0.13670 -0.60905 -0.37061  C3 1.548, C5 1.533, H12 1.084, H13 1.095
5 C 0.71293 -0.87459 1.02506  C4 1.533, P6 1.851, O9 1.452, H14 1.098
6 P 2.15676 0.11326 1.63035  C5 1.851, O7 1.630, Cl8 2.090
7 O 2.22873 1.06855 0.31182  P6 1.630, H15 0.970
8 Cl 3.65530 -1.29655 1.26241  P6 2.090
9 O 0.82709 -2.32244 1.00447  C2 1.367, C5 1.452
10 H -1.55413 -1.81449 -1.17213  C3 1.089
11 H -1.73044 -1.25070 0.53290  C3 1.099
12 H -0.08203 0.40982 -0.66816  C4 1.084
13 H 0.83310 -1.14029 -1.02712  C4 1.095
14 H -0.07231 -0.68101 1.76814  C5 1.098
15 H 2.65586 1.91015 0.53568  O7 0.970
16 C 2.80055 4.75424 -1.28221  O17 1.429, H18 1.086, H19 1.092, H20 1.092
17 O 3.49191 3.72737 -0.56914  C16 1.429, H21 0.961
18 H 2.43541 5.47129 -0.55265  C16 1.086
19 H 3.47286 5.26554 -1.97457  C16 1.092
20 H 1.94948 4.34805 -1.83300  C16 1.092
21 H 3.82100 3.09278 -1.21072  O17 0.961
22 C -3.15913 -5.77304 1.45811  O23 1.422, H24 1.088, H25 1.091, H26 1.093
23 O -3.57159 -4.45789 1.10735  C22 1.422, H27 0.963
24 H -3.97472 -6.23587 2.00925  C22 1.088
25 H -2.94344 -6.36810 0.56926  C22 1.091
26 H -2.26604 -5.74580 2.08813  C22 1.093
27 H -2.84018 -4.06110 0.62219  O23 0.963
28 C 3.33937 -0.37389 -3.47448  O29 1.426, H30 1.086, H31 1.095, H32 1.091
29 O 2.48112 -1.00180 -2.52445  C28 1.426, H33 0.962
30 H 2.72108 -0.01715 -4.29240  C28 1.086
31 H 3.86048 0.47640 -3.02285  C28 1.095
32 H 4.07230 -1.07338 -3.87832  C28 1.091
33 H 3.03148 -1.32914 -1.80706  O29 0.962
34 C 3.27448 -1.38616 -7.52153  O35 1.428, H36 1.086, H37 1.094, H38 1.093
35 O 4.12537 -0.61302 -6.67396  C34 1.428, H39 0.959
36 H 2.99599 -2.28587 -6.98125  C34 1.086
37 H 2.36371 -0.84074 -7.78481  C34 1.094
38 H 3.79832 -1.67220 -8.43719  C34 1.093
39 H 4.36965 0.18331 -7.14900  O35 0.959
40 C -2.24572 2.74570 -0.82366  O41 1.430, H42 1.086, H43 1.095, H44 1.090
41 O -2.78999 1.42886 -0.94931  C40 1.430, H45 0.960
42 H -1.79750 2.82924 0.16188  C40 1.086
43 H -1.47771 2.92648 -1.58241  C40 1.095
44 H -3.02931 3.49715 -0.91925  C40 1.090
45 H -3.18938 1.36569 -1.82004  O41 0.960
46 C -3.31748 3.99108 3.05415  O47 1.422, H48 1.088, H49 1.093, H50 1.094
47 O -2.41061 4.42930 2.05054  C46 1.422, H51 0.960
48 H -3.49246 2.92845 2.89893  C46 1.088
49 H -2.89333 4.14008 4.05055  C46 1.093
50 H -4.27207 4.52129 2.98490  C46 1.094
51 H -2.24874 5.36570 2.19003  O47 0.960
52 C 2.19262 8.69867 0.26116  O53 1.426, H54 1.087, H55 1.093, H56 1.093
53 O 1.14531 8.17430 -0.55299  C52 1.426, H57 0.959
54 H 2.56110 7.88912 0.88565  C52 1.087
55 H 3.01487 9.07482 -0.35305  C52 1.093
56 H 1.82104 9.50274 0.90099  C52 1.093
57 H 0.82608 8.89135 -1.10428  O53 0.959
58 C 2.13263 -5.48217 -6.09592  O59 1.428, H60 1.087, H61 1.092, H62 1.093
59 O 1.69983 -4.40465 -6.92713  C58 1.428, H63 0.959
60 H 3.19496 -5.62037 -6.28284  C58 1.087
61 H 1.97583 -5.24635 -5.04110  C58 1.092
62 H 1.60688 -6.40923 -6.33801  C58 1.093
63 H 0.76932 -4.26069 -6.74333  O59 0.959
64 C -0.52727 5.00785 5.69588  O65 1.424, H66 1.088, H67 1.093, H68 1.094
65 O -1.34254 6.13615 5.39685  C64 1.424, H69 0.962
66 H -0.23703 4.55210 4.75187  C64 1.088
67 H 0.37552 5.29762 6.23917  C64 1.093
68 H -1.07912 4.27324 6.28929  C64 1.094
69 H -1.60452 6.53064 6.23468  O65 0.962
70 C 1.85065 -6.99943 -2.28187  O71 1.429, H72 1.087, H73 1.093, H74 1.091
71 O 0.87854 -6.03626 -2.69224  C70 1.429, H75 0.965
72 H 2.28633 -7.42370 -3.18231  C70 1.087
73 H 2.63959 -6.53097 -1.68852  C70 1.093
74 H 1.38708 -7.80389 -1.70876  C70 1.091
75 H 0.50026 -5.63769 -1.89865  O71 0.965
76 C -1.27731 -9.14727 -2.75565  O77 1.415, H78 1.088, H79 1.096, H80 1.093
77 O -0.36840 -8.53083 -3.64839  C76 1.415, H81 0.967
78 H -1.25959 -10.21591 -2.95971  C76 1.088
79 H -0.98955 -8.98853 -1.70996  C76 1.096
80 H -2.29820 -8.78381 -2.90085  C76 1.093
81 H -0.35649 -7.58046 -3.47257  O77 0.967
82 C 6.69280 -3.02527 3.81874  O83 1.419, H84 1.088, H85 1.094, H86 1.094
83 O 5.58947 -3.36289 2.99224  C82 1.419, H87 0.962
84 H 7.02281 -3.94056 4.30483  C82 1.088
85 H 7.52677 -2.62136 3.23723  C82 1.094
86 H 6.41296 -2.30310 4.59145  C82 1.094
87 H 5.28540 -2.56151 2.55566  O83 0.962
88 C -1.70839 -2.04586 3.79326  O89 1.429, H90 1.088, H91 1.093, H92 1.093
89 O -2.08109 -0.83457 3.13387  C88 1.429, H93 0.959
90 H -0.69643 -2.28929 3.47499  C88 1.088
91 H -1.71368 -1.92701 4.87929  C88 1.093
92 H -2.37036 -2.87003 3.51629  C88 1.093
93 H -2.97431 -0.61181 3.40336  O89 0.959
94 C -6.46658 4.50475 -1.49199  O95 1.422, H96 1.087, H97 1.093, H98 1.093
95 O -5.43292 3.52830 -1.46586  C94 1.422, H99 0.960
96 H -6.48018 4.92949 -2.49251  C94 1.087
97 H -7.44466 4.06148 -1.28723  C94 1.093
98 H -6.27913 5.30764 -0.77379  C94 1.093
99 H -5.40446 3.14166 -0.58724  O95 0.960
100 C -4.41174 5.71078 7.14018  O101 1.426, H102 1.087, H103 1.093, H104 1.093
101 O -3.42459 6.19837 8.04617  C100 1.426, H105 0.959
102 H -4.10155 6.02731 6.14722  C100 1.087
103 H -4.46585 4.61925 7.15960  C100 1.093
104 H -5.39967 6.12733 7.35030  C100 1.093
105 H -3.66888 5.93364 8.93492  O101 0.959

Calculated values
electronic energy	-2919.1500	Eh
frontier orbital gap	9.855	eV
HOMO	-0.3494	Ha
spin multiplicity	1

(2)
Formula: C19H68N10O15
Source: OMol25
Level of theory: ωB97M-V with the def2-TZVPD basis set

Bonds (Å) are listed after each position.
Positions of all 112 atoms, in Å:
1 C 0.71753 1.14531 0.68307  C2 1.535, H4 1.110, H5 1.112, H6 1.112
2 C -0.21951 0.45556 -0.31798  C1 1.535, O3 1.410, H7 1.124, H8 1.065
3 O -1.42225 0.35160 0.41039  C2 1.410, H9 0.911
4 H 1.18570 0.24877 1.13987  C1 1.110
5 H 0.14026 1.81419 1.35840  C1 1.112
6 H 1.59867 1.59241 0.17294  C1 1.112
7 H 0.09140 -0.56847 -0.66083  C2 1.124
8 H -0.27147 1.14121 -1.13127  C2 1.065
9 H -1.89251 -0.10644 -0.22102  O3 0.911
10 C -2.23247 3.44844 1.10568  C11 1.574, H13 1.076, H14 1.076, H15 1.113
11 C -1.53874 3.78695 -0.26588  C10 1.574, O12 1.431, H16 0.997, H17 1.125
12 O -1.65861 5.18813 -0.53327  C11 1.431, H18 1.009
13 H -1.58613 3.55141 1.95977  C10 1.076
14 H -2.48760 2.40421 1.06711  C10 1.076
15 H -3.14505 4.05903 1.28772  C10 1.113
16 H -2.07086 3.37867 -1.00326  C11 0.997
17 H -0.48591 3.40093 -0.35899  C11 1.125
18 H -1.68150 5.29242 -1.53615  O12 1.009
19 C 2.19579 -3.24194 -1.31866  C20 1.510, H22 1.137, H23 1.010, H24 1.078
20 C 1.48755 -4.54207 -1.61382  C19 1.510, O21 1.435, H25 1.131, H26 1.074
21 O 2.21900 -5.60750 -0.99085  C20 1.435, H27 0.961
22 H 3.26578 -3.10465 -1.67705  C19 1.137
23 H 2.24439 -3.02073 -0.33439  C19 1.010
24 H 1.64327 -2.37692 -1.64675  C19 1.078
25 H 1.25449 -4.65373 -2.71483  C20 1.131
26 H 0.51896 -4.34552 -1.19420  C20 1.074
27 H 2.05446 -6.38643 -1.52976  O21 0.961
28 C -3.29538 -3.99090 -2.79882  C29 1.534, H31 1.049, H32 1.080, H33 1.095
29 C -2.38457 -3.31263 -1.76829  C28 1.534, O30 1.340, H34 1.133, H35 1.089
30 O -2.78565 -3.71818 -0.55593  C29 1.340, H36 0.966
31 H -3.84556 -3.23559 -3.27573  C28 1.049
32 H -3.99977 -4.70267 -2.39395  C28 1.080
33 H -2.54785 -4.49289 -3.42128  C28 1.095
34 H -2.53831 -2.19391 -1.86426  C29 1.133
35 H -1.34674 -3.61172 -1.91084  C29 1.089
36 H -2.42375 -3.14715 0.13449  O30 0.966
37 C 4.24159 -1.78841 3.88213  O38 1.392, N39 1.309, N40 1.286
38 O 4.53262 -2.55966 5.00398  C37 1.392
39 N 4.67819 -0.60033 3.54954  C37 1.309, H41 1.062, H42 1.043
40 N 3.55534 -2.23068 2.88825  C37 1.286, H43 1.040, H44 1.022
41 H 5.19203 -0.15626 4.36661  N39 1.062
42 H 4.21857 0.04248 2.86942  N39 1.043
43 H 3.20994 -3.19579 3.06495  N40 1.040
44 H 3.09401 -1.60300 2.22603  N40 1.022
45 C -4.65868 -1.17207 -0.13355  O46 1.432, N47 1.274, N48 1.275
46 O -3.60321 -1.43714 0.79734  C45 1.432
47 N -5.03960 -1.89724 -1.10970  C45 1.274, H49 1.061, H50 1.048
48 N -5.36903 -0.11369 -0.15973  C45 1.275, H51 1.054, H52 1.067
49 H -4.49341 -2.80679 -1.13372  N47 1.061
50 H -5.63943 -1.57388 -1.90561  N47 1.048
51 H -5.17428 0.47969 0.68943  N48 1.054
52 H -6.25668 0.01611 -0.73696  N48 1.067
53 C -1.76065 -0.56665 3.86055  O54 1.309, N55 1.321, N56 1.276
54 O -1.25944 -0.79622 5.04748  C53 1.309
55 N -2.60155 -1.36041 3.22103  C53 1.321, H57 1.042, H58 1.066
56 N -1.53886 0.45900 3.13514  C53 1.276, H59 1.039, H60 1.012
57 H -2.96167 -2.08595 3.87623  N55 1.042
58 H -3.11043 -1.33733 2.28405  N55 1.066
59 H -0.75414 1.08474 3.40339  N56 1.039
60 H -1.58383 0.44795 2.12376  N56 1.012
61 C 4.00617 -0.27919 -0.41871  O62 1.336, N63 1.316, N64 1.258
62 O 3.28933 -0.70928 0.62384  C61 1.336
63 N 4.94783 -1.11579 -0.79958  C61 1.316, H65 1.053, H66 1.051
64 N 3.85582 0.77901 -1.08264  C61 1.258, H67 1.027, H68 1.050
65 H 5.24279 -1.74494 -0.00838  N63 1.053
66 H 5.76166 -0.80779 -1.38964  N63 1.051
67 H 3.11665 1.46349 -0.88413  N64 1.027
68 H 4.57762 0.95869 -1.82366  N64 1.050
69 C -3.26364 1.27341 -2.63662  O70 1.396, N71 1.307, N72 1.301
70 O -2.49251 0.12463 -2.44726  C69 1.396
71 N -3.02265 2.02422 -3.67871  C69 1.307, H73 1.021, H74 1.038
72 N -4.40295 1.55336 -2.07437  C69 1.301, H75 1.078, H76 1.085
73 H -2.03887 1.97356 -3.94556  N71 1.021
74 H -3.52466 2.92347 -3.80446  N71 1.038
75 H -4.52429 0.88920 -1.23439  N72 1.078
76 H -4.76856 2.57471 -2.05981  N72 1.085
77 C 0.32400 -2.51082 1.78362  O78 1.472, H79 1.046, H80 1.018, H81 1.052
78 O -1.07020 -2.92566 1.55947  C77 1.472, H82 0.955
79 H 0.22816 -1.71878 2.46056  C77 1.046
80 H 0.68192 -2.06047 0.94315  C77 1.018
81 H 0.97944 -3.24798 2.14988  C77 1.052
82 H -1.71050 -2.33292 1.94655  O78 0.955
83 C 4.55742 2.12293 2.17837  O84 1.422, H85 1.087, H86 1.069, H87 1.114
84 O 3.25885 1.67199 2.54115  C83 1.422, H88 0.903
85 H 5.26204 1.83097 2.95335  C83 1.087
86 H 4.53056 3.17800 2.01030  C83 1.069
87 H 4.88795 1.67194 1.21481  C83 1.114
88 H 2.59443 2.07393 2.08083  O84 0.903
89 C -0.53396 -1.95282 -4.60604  O90 1.401, H91 1.053, H92 1.056, H93 1.115
90 O -0.15204 -1.27775 -3.43937  C89 1.401, H94 0.975
91 H -0.95597 -1.38806 -5.38853  C89 1.053
92 H -1.30871 -2.62710 -4.36245  C89 1.056
93 H 0.43835 -2.40213 -4.91696  C89 1.115
94 H -0.93992 -0.75196 -3.20963  O90 0.975
95 C 0.53372 2.49448 -3.58049  O96 1.378, H97 1.086, H98 1.097, H99 1.046
96 O -0.35116 1.63883 -4.20006  C95 1.378, H100 0.998
97 H 1.13793 3.10349 -4.24645  C95 1.086
98 H 1.29563 2.07205 -2.91376  C95 1.097
99 H 0.00073 3.23120 -3.06442  C95 1.046
100 H 0.11630 0.86037 -4.61493  O96 0.998
101 C 2.65905 4.31712 0.10239  O102 1.389, H103 1.052, H104 1.164, H105 1.091
102 O 2.86663 3.38412 -0.90586  C101 1.389, H106 0.991
103 H 3.28425 5.16330 0.07509  C101 1.052
104 H 2.76286 3.88037 1.17686  C101 1.164
105 H 1.64536 4.72089 0.11522  C101 1.091
106 H 2.67912 3.86695 -1.75069  O102 0.991
107 C 0.20991 2.58522 5.33035  O108 1.443, H109 1.124, H110 1.134, H111 1.084
108 O 0.53895 2.23630 3.96950  C107 1.443, H112 0.989
109 H -0.19701 1.73285 5.94053  C107 1.124
110 H -0.51535 3.44624 5.46920  C107 1.134
111 H 1.04880 2.81523 5.97792  C107 1.084
112 H 0.77830 3.06922 3.49322  O108 0.989

Calculated values
electronic energy	-2440.5973	Eh
frontier orbital gap	7.323	eV
energy above the lowest of the compared OMol25 structures with the same formula, charge and spin	285.1	kJ/mol
HOMO	-0.2883	Ha
spin multiplicity	1